(1)
{"formula": "C42H41CaNO4P2", "method": "the ωB97M-V functional and the def2-TZVPD basis", "relative_energy_kj_mol": 96.75, "total_charge": 0, "total_energy_ev": -90904.96598, "lumo_ev": [-0.87, -0.88], "homo_ev": [-4.42, -4.43], "molar_mass_da": 725.8, "max_force_ev_per_a": 3.55, "symbols": ["Ca", "P", "P", "O", "O", "O", "O", "N", "C", "C", "C", "C", "C", "C", "C", "C", "C", "C", "C", "C", "C", "C", "C", "C", "C", "C", "C", "C", "C", "C", "C", "C", "C", "C", "C", "C", "C", "C", "C", "C", "C", "C", "C", "C", "C", "C", "C", "C", "C", "C", "H", "H", "H", "H", "H", "H", "H", "H", "H", "H", "H", "H", "H", "H", "H", "H", "H", "H", "H", "H", "H", "H", "H", "H", "H", "H", "H", "H", "H", "H", "H", "H", "H", "H", "H", "H", "H", "H", "H", "H", "H"], "coordinates": [[-3.122085, -0.417811, 2.519499], [-1.490674, 2.188742, -0.205910], [-1.513849, -1.492901, -1.076658], [7.534855, -1.140796, -0.169346], [6.634774, -0.992819, -2.150842], [0.386936, -1.771685, 0.320702], [0.901103, -0.687250, 2.260792], [6.531478, -1.156700, -0.910693], [-1.079221, 2.066653, 3.911289], [5.228751, -1.318150, -0.370721], [-2.692084, 1.154906, -1.024269], [-1.551385, 6.335159, -2.171325], [2.859493, -1.148143, -0.746092], [-2.094286, -2.796169, 0.029085], [2.611588, -1.210748, 0.644314], [4.146924, -1.226101, -1.260364], [-2.759957, -3.368300, -4.594087], [-2.242714, -4.452263, 2.308469], [-6.894882, -2.072366, 2.150953], [1.182140, -1.206053, 1.168062], [5.018932, -1.353874, 1.020192], [-2.771059, -0.216472, -1.032336], [-0.432290, -2.818137, -3.168308], [-1.906094, -4.997155, 1.053495], [-1.269595, 3.940264, -2.300159], [3.719894, -1.273522, 1.516332], [-6.453512, -0.739818, 2.820730], [-5.340518, -0.002396, 2.187824], [-1.530929, -3.891452, -5.021209], [-1.750891, 2.255943, 1.574220], [0.143205, 1.537316, -0.488214], [-3.388296, 2.502335, 3.387252], [-5.282132, 0.246630, 0.835633], [-0.359170, -3.591122, -4.317240], [-1.658828, -2.322954, -2.700654], [-2.692816, -3.128453, 2.385496], [-5.523892, -2.582154, 0.125122], [-1.820754, -4.166690, -0.078561], [-0.745018, 2.102005, 2.554507], [-3.066116, 2.526360, 2.017634], [-1.274993, 5.188298, -2.919236], [-1.801289, 6.238250, -0.802715], [-1.558003, 3.843746, -0.930520], [-2.799342, -2.396539, 1.182391], [-2.389266, 2.258843, 4.337897], [-6.211616, -1.605378, -0.777641], [-5.797731, -2.757981, 1.428902], [-6.352810, -0.209874, -0.144382], [-2.826144, -2.559888, -3.453673], [-1.787446, 4.997868, -0.164479], [-5.301678, -3.569069, 1.975068], [-1.565482, 7.307822, -2.666180], [-3.677787, -1.703675, 0.992340], [-3.803155, 2.839617, 1.274012], [-2.009659, 7.134048, -0.222213], [0.301541, 2.033387, 2.261725], [-6.213109, -0.952334, 3.870687], [-2.625030, 2.275316, 5.405419], [2.039283, -1.030258, -1.454315], [-7.304703, -0.050734, 2.855776], [-7.252394, -2.735872, 2.946542], [3.559451, -1.253733, 2.598074], [-6.403455, 0.521912, -0.976010], [-2.966115, -2.685344, 3.362666], [-4.863731, -3.262502, -0.422375], [-7.366180, -0.142061, 0.291501], [-3.478831, 1.716537, -1.562443], [-3.789983, -2.141660, -3.161571], [0.629801, 1.276092, 0.448389], [0.606206, -3.970970, -4.657139], [-1.932406, 4.922379, 0.914727], [5.895416, -1.420506, 1.661631], [-0.276630, 1.913469, 4.644391], [-7.219263, -1.976571, -1.046606], [-4.730046, 1.116476, 0.447194], [-3.763165, -0.661349, -1.252116], [-4.905004, 0.708875, 2.913541], [-1.058188, 5.247996, -3.981467], [-3.662126, -3.602188, -5.171179], [4.347215, -1.190353, -2.325450], [-1.576215, -4.606119, -1.055506], [0.723817, 2.289659, -1.018408], [0.050196, 0.640526, -1.101430], [-5.700188, -1.545674, -1.755326], [-4.415350, 2.682021, 3.710160], [-1.700163, -6.069491, 0.964416], [-7.775238, -1.889594, 1.523160], [-1.025471, 3.036900, -2.859982], [0.467628, -2.609265, -2.594469], [-1.479733, -4.527612, -5.903756], [-2.204399, -5.075778, 3.207337]], "forces_ev_per_a": [[2.32, 0.91, -0.29], [-1.64, -1.40, -1.66], [-0.35, 0.92, -1.19], [-1.88, -0.16, -0.77], [-0.24, -0.37, 2.09], [2.07, 0.69, 2.80], [-0.08, 0.27, 0.16], [3.08, 0.33, -1.65], [0.90, -0.14, -0.22], [-1.76, 0.30, 0.75], [1.10, 2.98, -0.79], [-0.03, -0.14, -0.12], [0.04, -0.24, 0.21], [-1.02, -0.15, 0.20], [1.07, 0.41, -0.07], [0.14, 0.10, 0.59], [0.19, 0.05, -0.09], [0.28, 0.07, 0.23], [-0.44, 0.62, 0.66], [-1.03, -1.22, -1.93], [0.25, 0.07, -0.66], [-2.02, -2.65, 1.07], [-0.29, 0.01, 0.09], [-0.31, 0.55, -0.14], [-0.10, 0.11, 0.26], [-0.21, -0.15, -0.23], [-1.02, -0.42, 0.65], [-0.88, 0.03, 0.24], [0.11, 0.17, 0.24], [-0.01, 1.23, 0.87], [0.54, -0.07, 0.17], [0.12, 0.18, -0.41], [0.25, 0.95, -0.67], [-0.34, -0.24, -0.37], [-0.50, -0.32, -0.51], [0.00, -0.54, -0.94], [-0.62, -0.91, -0.09], [0.34, -0.53, 0.36], [-0.10, -0.30, 0.22], [0.06, -0.07, 0.55], [-0.05, -0.10, 0.26], [0.01, -0.04, 0.09], [0.00, 0.27, 0.45], [0.08, -0.27, 0.34], [-0.43, -0.21, 0.11], [-0.27, 0.04, -0.26], [-0.03, -0.99, -1.15], [-0.50, 0.45, -0.63], [0.47, -0.41, -0.19], [0.08, -0.20, -0.48], [0.02, 0.37, -0.30], [0.01, -0.26, 0.20], [1.47, -0.32, -0.05], [-0.03, -0.42, 0.15], [0.08, -0.13, -0.12], [-0.30, -0.20, 0.18], [0.03, 0.05, -0.08], [0.05, -0.09, -0.38], [0.01, -0.20, 0.39], [-0.36, -0.16, 0.15], [0.02, 0.09, -0.10], [-0.06, -0.08, -0.42], [0.25, -0.27, 0.43], [-0.33, -0.60, -0.26], [0.15, 0.18, 0.61], [0.48, 0.02, 0.25], [0.46, -0.04, 0.63], [0.26, -0.08, 0.11], [0.20, -0.09, -0.06], [-0.30, 0.07, 0.06], [-0.06, 0.04, -0.32], [-0.29, 0.10, -0.04], [-0.38, 0.12, -0.34], [0.23, 0.07, 0.20], [0.14, -0.45, 0.24], [0.24, 0.70, -0.19], [-0.28, 0.22, -0.58], [-0.03, 0.10, 0.15], [0.31, 0.16, 0.28], [-0.11, 0.09, 0.20], [0.24, 0.31, 0.49], [0.12, 0.00, 0.03], [0.01, -0.02, 0.11], [0.06, 0.03, 0.56], [0.31, 0.17, -0.13], [-0.05, 0.48, 0.04], [0.32, -0.06, -0.12], [-0.16, 0.22, 0.07], [-0.11, -0.01, -0.02], [-0.07, 0.17, 0.16], [0.09, 0.27, -0.34]]}

=====

(2)
{"formula": "C42H41HfNO2P3S", "method": "the ωB97M-V functional and the def2-TZVPD basis", "relative_energy_kj_mol": 149.14, "total_charge": 3, "total_energy_ev": -89789.06602, "lumo_ev": -9.76, "homo_ev": -14.27, "molar_mass_da": 895.3, "max_force_ev_per_a": 1.88, "symbols": ["Hf", "S", "P", "P", "P", "O", "O", "N", "C", "C", "C", "C", "C", "C", "C", "C", "C", "C", "C", "C", "C", "C", "C", "C", "C", "C", "C", "C", "C", "C", "C", "C", "C", "C", "C", "C", "C", "C", "C", "C", "C", "C", "C", "C", "C", "C", "C", "C", "C", "C", "H", "H", "H", "H", "H", "H", "H", "H", "H", "H", "H", "H", "H", "H", "H", "H", "H", "H", "H", "H", "H", "H", "H", "H", "H", "H", "H", "H", "H", "H", "H", "H", "H", "H", "H", "H", "H", "H", "H", "H", "H"], "coordinates": [[-0.247876, 1.549109, 0.281224], [-2.109700, -6.190931, -1.222311], [-0.446876, -0.149184, -1.814353], [-0.328671, -0.983310, 0.909184], [1.715219, 3.709252, 0.695869], [-0.897060, 2.696312, 1.904697], [-1.065600, 3.399318, -0.122852], [-1.165277, -1.051852, -0.556912], [-3.197061, 1.047485, 3.845768], [1.232551, -5.034911, 2.152421], [0.345287, -1.170126, -3.010015], [-1.944409, 0.597227, 4.269721], [-1.534038, -0.316313, 2.074078], [0.303780, -2.531432, 1.453341], [0.257526, -2.788408, -4.781867], [-1.704267, -3.449885, -1.141240], [5.401836, 6.374360, 0.622396], [-2.795961, 0.136954, 1.658150], [2.621396, 0.339733, 3.654443], [1.939638, 2.636024, 3.343060], [-1.814434, 0.775038, -2.539598], [1.474525, -3.023122, 0.863690], [5.543489, 4.991655, 0.683494], [-2.539294, -6.393698, -2.965110], [-1.945713, 1.000580, -3.910088], [-3.639806, 2.331434, -2.122953], [2.392619, -2.054483, -3.918507], [-3.793121, 2.499452, -3.492595], [2.629142, 0.124761, 2.297435], [-2.654066, 1.473088, -1.666835], [-2.757858, -4.536458, -0.925623], [4.421858, 4.180087, 0.711129], [3.008662, 6.156358, 0.610363], [1.946317, 2.433084, 1.952876], [-3.622796, 0.817927, 2.549222], [-0.740560, 3.682018, 1.101114], [-0.392434, -3.282923, 2.400199], [-0.401638, -1.957016, -3.894171], [3.158577, 4.773094, 0.688279], [1.741024, -1.221026, -3.022918], [1.931624, -4.280787, 1.211653], [1.648938, -2.833110, -4.795140], [-1.111252, -0.066651, 3.394277], [2.270586, 1.597514, 4.180515], [2.274450, 1.175609, 1.432313], [0.079460, -4.541617, 2.746278], [-2.250886, -2.080895, -0.747524], [-2.941567, 1.848197, -4.376713], [4.142402, 6.955208, 0.586399], [0.255455, 4.738464, 1.349133], [-3.630184, -4.379346, -1.564264], [2.422527, 1.056590, 0.352319], [2.824696, -4.681465, 0.752011], [2.289204, 1.754783, 5.251278], [4.544976, 3.104566, 0.760676], [-0.309474, -3.401603, -5.469247], [2.322094, -0.602967, -2.346948], [-1.303434, -2.909138, 2.851323], [-3.163934, -0.101629, 0.671477], [-2.788881, -2.163614, 0.198961], [-0.456989, -5.137912, 3.471727], [4.036766, 8.030211, 0.538327], [-1.275641, 0.526276, -4.614672], [0.382970, 5.036724, 2.385273], [-4.607039, 1.139107, 2.235079], [-2.963822, -1.690114, -1.477318], [-3.845028, 1.563058, 4.542367], [6.528566, 4.546721, 0.708580], [-2.203666, -7.388402, -3.253708], [-3.116475, -4.514428, 0.107141], [-1.484933, -1.933007, -3.886143], [-2.036303, -5.668154, -3.603803], [2.941426, -0.828724, 1.893766], [3.473024, -2.090691, -3.939649], [2.156699, -3.479417, -5.498770], [0.106892, 5.576598, 0.671262], [-2.581311, 1.351962, -0.582718], [2.005199, -2.449022, 0.110641], [-1.630666, 0.764915, 5.291569], [-3.051024, 2.003924, -5.441552], [2.035751, 6.626909, 0.571031], [-1.367969, -3.460738, -2.178853], [6.281839, 7.003033, 0.600866], [-0.834297, -3.693973, -0.533130], [-0.141327, -0.412548, 3.732571], [-3.616974, -6.343302, -3.108648], [-4.280116, 2.858151, -1.428970], [2.910325, -0.457754, 4.327182], [1.591491, -6.019238, 2.422673], [-4.568093, 3.152676, -3.870673], [1.708994, 3.609779, 3.755567]], "forces_ev_per_a": [[1.37, -1.28, 0.09], [-0.03, -0.09, -0.08], [-0.13, 0.48, 0.19], [0.02, 0.24, -0.26], [-0.55, -0.21, -0.06], [-0.10, 0.71, 0.53], [-0.61, 0.94, 0.22], [-0.56, -0.47, 0.00], [0.06, 0.00, 0.08], [0.05, -0.03, -0.02], [0.22, -0.07, -0.21], [-0.10, 0.06, 0.01], [0.02, 0.10, 0.10], [0.16, -0.18, 0.21], [0.01, 0.00, 0.00], [-0.08, -0.10, -0.05], [0.05, -0.03, 0.00], [-0.03, 0.02, 0.12], [-0.01, 0.16, 0.24], [0.01, -0.01, -0.16], [-0.07, 0.00, -0.27], [-0.02, -0.10, -0.01], [-0.06, 0.03, -0.01], [0.06, -0.06, -0.02], [-0.01, -0.02, -0.01], [0.09, -0.03, -0.14], [-0.06, 0.01, 0.01], [-0.01, 0.03, -0.02], [-0.02, 0.07, -0.27], [0.03, -0.02, 0.16], [-0.06, 0.10, 0.00], [0.11, 0.06, 0.02], [0.12, 0.07, -0.03], [0.31, 0.17, 0.28], [0.07, -0.04, -0.07], [-0.09, -0.01, -0.43], [0.01, -0.18, -0.01], [0.09, -0.01, -0.08], [-0.11, -0.03, -0.09], [0.05, -0.03, -0.05], [-0.05, -0.01, 0.04], [0.01, -0.01, 0.01], [-0.01, 0.01, -0.07], [0.06, -0.25, -0.01], [-0.05, -0.18, 0.23], [-0.03, 0.08, -0.02], [0.09, 0.22, -0.10], [0.00, 0.00, 0.00], [-0.05, -0.05, 0.00], [0.16, -0.04, -0.16], [0.00, 0.00, 0.02], [-0.06, -0.02, -0.02], [0.00, 0.00, 0.00], [0.01, -0.02, 0.00], [-0.05, 0.00, 0.01], [0.00, 0.01, -0.01], [-0.03, 0.02, 0.00], [0.01, 0.04, 0.00], [-0.04, -0.02, -0.01], [0.04, -0.01, 0.04], [0.00, 0.00, 0.00], [0.01, 0.00, 0.00], [-0.01, -0.04, 0.01], [-0.10, 0.03, 0.01], [0.00, 0.00, -0.01], [0.02, 0.00, -0.05], [0.00, 0.00, 0.00], [0.00, 0.00, 0.00], [0.00, 0.01, 0.02], [0.04, 0.00, 0.00], [0.00, 0.08, -0.03], [0.01, 0.03, 0.03], [-0.03, -0.02, 0.01], [0.00, 0.00, -0.01], [-0.01, 0.00, 0.00], [0.01, 0.06, 0.07], [-0.14, -0.21, -0.03], [-0.02, 0.04, 0.01], [0.00, 0.00, 0.00], [0.00, 0.00, 0.00], [0.00, -0.01, 0.01], [-0.04, 0.00, 0.09], [0.00, -0.01, 0.00], [0.01, 0.01, 0.03], [0.00, -0.03, -0.03], [0.00, 0.02, 0.03], [0.00, -0.01, 0.02], [0.00, 0.01, 0.00], [0.01, 0.00, -0.01], [0.01, -0.01, -0.01], [-0.01, 0.00, -0.01]]}